No. 1
Entry from the Open Molecules 2025 dataset: a molecular structure, C12H13Cl9CuF15MgNaO15S5 at a distorted geometry (ωB97M-V/def2-TZVPD).

## Properties
Multiplicity: 2
LUMO energy (alpha / beta) (eV): -1.971 / -4.926
HOMO-LUMO gap (alpha / beta) (eV): 8.479 / 5.523
E_tot (eV): -305512.3702

```
72
C12H13Cl9CuF15MgNaO15S5 | the Open Molecules 2025 dataset | ωB97M-V/def2-TZVPD
Na 8.5668 5.4535 -23.1341
Cu 11.6389 7.8413 -19.3063
Mg 11.8488 9.0446 -24.0706
C 15.3382 9.3473 -21.5156
F 16.0318 9.6970 -20.4042
F 15.8878 9.8636 -22.5819
F 15.2615 8.0367 -21.6457
S 13.5114 10.0236 -21.3566
O 12.9039 9.7373 -22.6790
O 12.9540 9.1873 -20.2776
O 13.5570 11.4294 -21.0804
C 13.4100 4.9392 -22.7083
F 13.0430 3.7872 -22.0150
F 14.5080 5.4513 -22.1391
F 13.5944 4.6600 -24.0024
S 11.9701 6.2549 -22.4982
O 12.0562 6.8192 -21.1547
O 12.2473 7.2595 -23.5021
O 10.8435 5.4281 -22.7898
C 7.9502 10.1299 -21.5396
F 7.1187 9.5084 -20.7178
F 7.3698 10.3868 -22.6744
F 8.4750 11.2414 -20.9791
S 9.5049 8.9589 -21.9213
O 8.8149 7.6841 -22.3662
O 10.3886 9.4804 -22.9910
O 10.2559 8.8743 -20.6053
C 8.3852 8.5866 -26.7858
F 9.0285 9.6533 -27.4091
F 7.6147 9.0998 -25.7940
F 7.6340 7.9291 -27.6947
S 9.7301 7.4219 -26.0599
O 10.3960 6.8476 -27.2393
O 10.6471 8.3011 -25.3325
O 8.9385 6.4461 -25.2606
C 8.6610 4.5197 -17.8348
F 7.5111 3.9774 -17.7622
F 8.9419 5.1688 -16.7002
F 9.5300 3.5970 -18.0508
S 8.7617 5.8204 -19.2342
O 10.0017 6.5806 -19.0324
O 8.7338 5.0714 -20.5140
O 7.5926 6.6449 -18.9496
Cl 18.8600 6.1861 -24.3727
C 17.8222 4.8306 -23.8621
C 17.6047 4.7493 -22.3609
Cl 19.1526 4.2755 -21.5665
H 18.2973 3.8997 -24.1713
H 16.8542 4.8008 -24.3624
H 16.8150 4.0278 -22.1511
H 17.2013 5.5570 -21.7500
Cl 12.5247 4.5214 -19.1637
C 12.8252 2.7854 -19.1173
C 12.9795 2.2083 -17.6859
Cl 14.3624 2.9211 -16.8573
H 13.6520 2.6427 -19.8132
H 11.9212 2.4316 -19.6129
H 13.1082 1.1262 -17.6585
H 12.0661 2.3594 -17.1106
Cl 14.2550 5.7445 -26.8643
C 15.2844 7.1828 -27.1909
C 15.3260 8.0267 -25.8922
Cl 13.6980 8.6246 -25.5854
H 14.7642 7.7024 -27.9956
H 16.2724 6.8701 -27.5287
H 15.9127 8.9277 -26.0710
H 15.6870 7.4662 -25.0299
C 13.5192 -0.1156 -22.0795
Cl 14.5251 1.2418 -22.5318
Cl 11.9016 0.2965 -21.5180
Cl 14.4197 -1.0274 -20.7974
H 13.4648 -0.8553 -22.8783
```

No. 2
Entry from the Open Molecules 2025 dataset: a single C12H13ClN2 molecule at a distorted geometry (ωB97M-V/def2-TZVPD).

## Properties
LUMO energy (eV): 0.081
ΔE to the lowest compared entry with this formula, charge and spin (kJ/mol): 0.0
HOMO-LUMO gap (eV): 8.417
SMILES: Clc1ccc(C2=CN3CCC2CC3)cn1
E_tot (eV): -28155.6350

```
28
C12H13ClN2 | the Open Molecules 2025 dataset | ωB97M-V/def2-TZVPD
Cl 4.1969 1.0163 -4.1076
N 2.0337 -0.0160 -3.1584
C 0.1514 0.5356 1.5224
C 0.1909 0.0521 0.1844
C 1.2110 -0.2684 -2.1666
C 3.0154 0.7786 -2.8694
C 3.1492 1.4067 -1.5958
C 2.3404 1.0701 -0.5394
C 1.2362 0.2149 -0.8185
N -0.9776 0.1390 2.2235
C -2.1360 0.7644 1.6537
C -1.1730 -1.3397 2.1507
C -2.2743 0.3395 0.1900
C -1.1935 -1.8734 0.6535
C -1.1147 -0.6269 -0.2238
H 1.0265 1.0451 1.9341
H 0.4496 -0.9737 -2.6062
H 3.9154 2.2418 -1.4862
H 2.4984 1.3838 0.4541
H -2.0680 1.8918 1.7571
H -2.9419 0.4793 2.3006
H -2.1601 -1.6514 2.5158
H -0.3812 -1.9161 2.7015
H -3.2757 -0.0553 -0.0227
H -2.1692 1.2700 -0.4827
H -2.0485 -2.4366 0.5078
H -0.3066 -2.5086 0.5950
H -1.1947 -0.9629 -1.2668
```

No. 3
Entry from the Open Molecules 2025 dataset: a single C12H13ClN2S molecule at a distorted geometry (ωB97M-V/def2-TZVPD).

## Properties
LUMO energy (eV): 0.589
ΔE to the lowest compared entry with this formula, charge and spin (kJ/mol): 135.5
HOMO-LUMO gap (eV): 8.233
SMILES: NCCc1cn2c3c(cc(Cl)cc13)SCC2
E_tot (eV): -38991.7529

```
29
C12H13ClN2S | the Open Molecules 2025 dataset | ωB97M-V/def2-TZVPD
Cl -3.1705 -3.4657 0.4187
S 1.4199 -2.4045 -2.6916
C 0.5357 1.5663 -0.6237
C -0.4626 1.1588 0.1863
C -0.8749 -2.8457 -1.0513
C -1.7914 -1.1261 0.3820
C -1.8978 -2.4194 -0.1392
C 0.1643 -1.9076 -1.5089
C -0.7899 -0.2585 -0.0540
C 0.1510 -0.6120 -1.0121
N 0.9233 0.4222 -1.3033
N -0.6358 1.8670 3.8021
C 2.6451 -0.9531 -2.4685
C -1.0117 1.7983 1.4503
C 1.8998 0.3451 -2.4435
C -0.5022 1.0110 2.5649
H 1.0823 2.4945 -0.6541
H -0.7447 -3.9177 -1.4117
H -2.4431 -0.7866 1.1425
H -1.6262 2.0279 3.9832
H -0.1941 2.8422 3.7097
H 3.1748 -1.0443 -1.4832
H 3.3717 -0.9625 -3.3001
H -2.1460 1.8992 1.5123
H -0.5584 2.7276 1.4017
H 1.3744 0.4763 -3.3662
H 2.5114 1.2330 -2.2660
H -1.0336 0.1225 2.7006
H 0.6291 0.7115 2.5232
```

No. 4
Entry from the Open Molecules 2025 dataset: a molecular structure, C12H13KN5O3 at a distorted geometry (ωB97M-V/def2-TZVPD).

## Properties
LUMO energy (eV): -2.834
ΔE to the lowest compared entry with this formula, charge and spin (kJ/mol): 196.9
HOMO-LUMO gap (eV): 8.113
Total charge: +1
E_tot (eV): -42567.4822

```
34
C12H13KN5O3 | the Open Molecules 2025 dataset | ωB97M-V/def2-TZVPD
K -0.0156 0.0242 0.1256
O -0.8626 0.8621 -1.6793
C -0.6686 0.6271 -2.8728
O 1.0984 -1.1921 -1.2747
C 0.9529 -1.2083 -2.4970
O 1.6532 -2.0871 -3.1958
N 0.1524 -0.4152 -3.3142
C 1.2619 -1.9824 -4.5750
C 0.4218 -0.7498 -4.7108
H 0.7148 -2.9108 -4.8119
H 2.1923 -1.9636 -5.1581
H -0.5110 -0.9260 -5.2487
H 0.9630 0.0818 -5.1915
C -1.3052 1.4482 -3.8513
C -1.4225 2.7753 -3.6801
H -1.6906 0.9620 -4.7440
H -1.0313 3.2773 -2.8007
H -1.9017 3.3750 -4.4489
N 0.8472 1.2658 4.0751
C 1.7183 2.2642 3.6264
C 1.7390 2.1975 2.2603
N 0.9143 1.1980 1.8706
C 0.3662 0.6250 2.9470
C -0.5525 -0.4528 2.9485
N -1.0370 -1.0822 1.8729
C -1.8849 -2.0615 2.2659
C -1.9452 -2.0558 3.6325
N -1.1003 -1.0341 4.0786
H 0.6197 1.0632 5.0469
H 2.2365 2.9196 4.2704
H 2.2993 2.8159 1.5792
H -2.4026 -2.7176 1.5864
H -2.4996 -2.6788 4.2785
H -0.9292 -0.7811 5.0501
```

No. 5
Entry from the Open Molecules 2025 dataset: a gas-phase ion, C12H13N2S (charge +1) at a distorted geometry (ωB97M-V/def2-TZVPD).

## Properties
LUMO energy (eV): -2.984
ΔE to the lowest compared entry with this formula, charge and spin (kJ/mol): 154.2
HOMO-LUMO gap (eV): 8.831
Total charge: +1
SMILES: NC1=CC=CC=C(c2ccccc2[NH3+])S1
E_tot (eV): -26461.3844

```
28
C12H13N2S | the Open Molecules 2025 dataset | ωB97M-V/def2-TZVPD
C -3.2092 -1.5731 0.2680
C -3.7710 -0.3091 0.3067
C -1.8325 -1.7815 0.1733
C -2.9808 0.8668 0.1988
C -1.0244 -0.6323 0.0615
C -1.6705 0.6047 0.0141
C 2.4999 -1.5731 -1.1419
C 3.4850 -0.7993 -0.5872
C 1.0158 -1.2712 -0.9924
C 3.1950 0.4624 0.0416
C 0.4897 -0.8184 0.1211
C 2.1016 0.7056 0.8414
N -0.8158 1.7369 -0.2279
N 1.4953 1.9020 1.1369
S 1.2895 -0.6723 1.7174
H -3.9155 -2.4526 0.3241
H -4.9275 -0.3914 0.2936
H -1.3921 -2.8426 0.2143
H -3.4548 1.8359 0.0802
H 2.7838 -2.5202 -1.6841
H 4.4929 -1.0176 -0.7845
H 0.4167 -1.3578 -1.8584
H 3.9852 1.3124 -0.2482
H -1.2594 2.6629 -0.3266
H -0.4341 1.4112 -1.1643
H 1.3614 1.9603 2.0817
H 0.0341 1.9024 0.4432
H 2.0419 2.6490 0.6978
```

No. 6
Entry from the Open Molecules 2025 dataset: a molecular structure, C12H13N4O2RuS2 (ωB97M-V/def2-TZVPD).

## Properties
Multiplicity: 5
LUMO energy (alpha / beta) (eV): -2.750 / -5.808
ΔE to the lowest compared entry with this formula, charge and spin (kJ/mol): 0.0
HOMO-LUMO gap (alpha / beta) (eV): 8.306 / 5.752
Total charge: +1
E_tot (eV): -46956.6815

```
34
C12H13N4O2RuS2 | the Open Molecules 2025 dataset | ωB97M-V/def2-TZVPD
Ru -1.0045 -0.7321 -0.3426
S 0.9979 -1.4573 -1.1179
C 1.4125 -0.2274 -2.2904
C 2.3958 -0.5402 -3.2268
C 2.8137 0.3929 -4.1529
C 2.2593 1.6872 -4.1884
C 1.2826 2.0185 -3.2989
C 0.8189 1.0754 -2.3295
S -0.4373 1.5622 -1.3160
H 2.8333 -1.5295 -3.2179
H 3.5802 0.1223 -4.8673
H 2.6016 2.4038 -4.9213
H 0.8208 2.9966 -3.3138
N -3.0873 -0.2665 0.2119
N -3.8434 -0.4041 -0.9638
C -3.2750 -1.0422 -2.0629
O -3.9091 -1.3318 -3.0307
O -1.9559 -1.2724 -1.9181
H -3.4414 -0.8739 0.9472
H -3.1496 0.6950 0.5346
H -4.8484 -0.3824 -0.8993
N 1.3380 0.0049 5.4017
C 0.8143 -0.1416 4.1741
C 0.3433 0.9584 3.4365
C -0.1724 0.7563 2.1862
N -0.2654 -0.4559 1.6042
C 0.1915 -1.5139 2.3108
C 0.7184 -1.4081 3.5656
H 1.4120 0.9081 5.8340
H 1.6843 -0.7841 5.9176
H 0.3912 1.9615 3.8368
H -0.5189 1.5973 1.5989
H 0.1331 -2.4800 1.8257
H 1.0661 -2.2972 4.0730
```

No. 7
Entry from the Open Molecules 2025 dataset: a single C12H13NO2 molecule at a distorted geometry (ωB97M-V/def2-TZVPD).

## Properties
LUMO energy (eV): 0.197
ΔE to the lowest compared entry with this formula, charge and spin (kJ/mol): 125.5
HOMO-LUMO gap (eV): 9.935
SMILES: O=C(C[C@@H]1CCNC1=O)c1ccccc1
E_tot (eV): -18240.0016

```
28
C12H13NO2 | the Open Molecules 2025 dataset | ωB97M-V/def2-TZVPD
O 0.0453 -1.4148 1.5436
C 0.4313 -0.4436 0.9442
C -0.4963 0.7337 0.7098
C -1.9294 0.2630 0.6903
C -2.3044 -0.6053 -0.5116
C -3.4518 0.1455 -1.2031
N -4.0617 1.0367 -0.1655
C -2.9617 1.3860 0.6834
O -2.9130 2.4169 1.2758
C 1.8121 -0.3885 0.4020
C 2.4411 0.8112 0.0775
C 3.7354 0.7956 -0.4364
C 4.4060 -0.4083 -0.6360
C 3.7814 -1.6070 -0.3031
C 2.4906 -1.5974 0.2148
H -0.2699 1.1594 -0.2663
H -0.3497 1.4849 1.4805
H -2.1704 -0.2605 1.6137
H -1.4607 -0.6685 -1.1969
H -2.6293 -1.5989 -0.2272
H -4.2135 -0.4928 -1.6248
H -3.0592 0.8177 -1.9595
H -4.7097 0.4519 0.3570
H 1.9360 1.7534 0.2276
H 4.2247 1.7244 -0.6834
H 5.4006 -0.4243 -1.0490
H 4.2819 -2.5533 -0.4314
H 1.9942 -2.5171 0.4742
```